(1)
136
Properties=species:S:1:pos:R:3:forces:R:3:lowdin_charge:R:1 method="wB97M-V/def2-TZVPD" charge=-1 gap_ev=8.30 lumo_ev=2.198 e_tot_ha=-7480.10027 multiplicity=1
O -6.716 -4.389 0.751 -0.31 -0.22 -0.21 0.1164
C -6.188 -3.776 1.616 -0.17 -0.07 -0.42 -0.5936
F -5.727 -4.461 2.696 0.33 -0.46 0.53 0.0529
C -5.896 -2.361 1.721 0.52 0.21 0.21 -0.1678
Ga -4.500 -1.747 0.397 -0.20 0.43 -0.02 -0.1456
Cl -5.120 -2.131 -1.701 0.16 -0.03 0.11 0.1252
Br -4.405 0.642 0.680 0.01 -0.17 0.04 0.1735
C -2.629 -2.425 0.855 -0.59 -0.05 -0.33 -0.5120
F -1.681 -1.812 0.073 0.47 0.26 -0.38 0.0101
F -2.344 -2.021 2.137 0.09 0.37 0.55 -0.0074
C -2.391 -3.897 0.788 0.02 -0.04 0.16 -0.1607
C -1.782 -4.548 1.838 0.06 -0.26 0.46 -0.0282
C -1.570 -5.907 1.800 0.06 -0.27 -0.24 -0.0549
C -1.941 -6.630 0.689 -0.02 -0.12 0.09 -0.0156
C -2.555 -5.987 -0.363 0.10 0.28 -0.08 -0.1128
C -3.000 -6.759 -1.551 -0.10 -0.16 0.10 -0.6193
F -2.184 -7.787 -1.815 0.56 -0.59 -0.07 0.1329
F -3.055 -6.027 -2.655 -0.03 0.55 -0.61 0.1576
F -4.214 -7.292 -1.380 -0.59 -0.19 0.16 0.1537
C -2.781 -4.628 -0.315 -0.13 0.18 -0.27 0.0416
H -6.782 -1.771 1.581 -0.39 0.26 -0.38 0.0692
H -5.488 -2.148 2.698 0.10 0.16 0.29 0.0623
H -1.480 -4.012 2.712 0.06 0.36 0.31 0.1109
H -1.110 -6.426 2.618 0.20 -0.04 0.36 0.1032
H -1.757 -7.682 0.642 0.04 -0.48 -0.02 0.1143
H -3.258 -4.130 -1.139 -0.19 0.13 -0.25 0.0878
C -1.547 0.887 -1.906 -0.02 -0.09 0.10 -0.0850
C -2.287 2.147 -2.312 0.03 -0.20 0.07 -0.2674
N -1.421 3.111 -2.971 -0.05 0.25 -0.11 -0.2023
C -2.018 4.423 -3.114 -0.02 0.15 0.10 -0.2654
C -3.245 4.575 -4.025 0.03 0.10 -0.01 -0.0851
C -0.692 2.625 -4.123 0.19 -0.15 -0.09 -0.2558
C -1.494 2.079 -5.315 0.07 0.03 -0.06 -0.0809
H -0.691 1.133 -1.272 0.01 0.00 -0.04 0.0738
H -2.210 0.242 -1.335 -0.02 0.00 0.02 0.0202
H -1.190 0.310 -2.759 0.00 0.00 -0.06 0.0695
H -2.675 2.616 -1.404 -0.04 0.06 -0.03 0.1000
H -3.169 1.873 -2.912 0.03 0.00 -0.01 0.1083
H -1.240 5.118 -3.448 0.02 -0.04 -0.04 0.1054
H -2.298 4.759 -2.110 -0.02 -0.06 0.02 0.1054
H -2.977 4.554 -5.080 0.00 -0.07 -0.02 0.0521
H -3.723 5.539 -3.835 0.00 0.00 0.02 0.0667
H -3.988 3.801 -3.839 0.01 -0.04 0.02 0.0690
H -0.018 1.836 -3.782 -0.03 -0.04 0.04 0.0944
H -0.033 3.428 -4.467 -0.06 0.08 0.00 0.1101
H -2.318 1.442 -4.993 0.00 -0.01 0.04 0.0705
H -0.842 1.473 -5.950 0.01 0.00 0.02 0.0679
H -1.899 2.874 -5.940 -0.08 0.01 0.04 0.0510
C 2.648 3.672 2.336 0.02 0.02 0.05 -0.0839
C 3.270 4.314 1.106 -0.05 0.09 0.13 -0.2780
N 3.022 3.569 -0.111 0.02 -0.01 -0.07 -0.1977
C 3.815 4.022 -1.236 0.17 -0.02 -0.08 -0.2536
C 3.572 5.437 -1.781 0.03 -0.04 -0.10 -0.0860
C 1.624 3.283 -0.393 -0.24 -0.14 0.03 -0.2406
C 0.650 4.460 -0.533 -0.02 -0.05 -0.02 -0.0735
H 2.994 2.644 2.455 -0.03 -0.03 -0.04 0.0720
H 2.934 4.233 3.228 0.01 0.01 0.01 0.0714
H 1.559 3.665 2.292 -0.01 0.00 0.00 0.0600
H 4.354 4.358 1.250 0.02 0.02 -0.07 0.1144
H 2.927 5.361 1.045 0.00 -0.02 0.01 0.1001
H 3.688 3.303 -2.050 -0.07 -0.01 0.00 0.1075
H 4.867 3.946 -0.941 -0.01 0.03 0.07 0.1060
H 2.654 5.498 -2.364 -0.06 0.01 0.06 0.0541
H 4.393 5.718 -2.445 0.01 -0.01 0.00 0.0664
H 3.526 6.181 -0.986 -0.01 0.00 0.03 0.0632
H 1.252 2.626 0.397 0.04 0.02 0.03 0.1001
H 1.581 2.674 -1.300 0.05 0.06 -0.05 0.1089
H 0.803 5.225 0.231 0.06 -0.04 0.03 0.0672
H -0.369 4.087 -0.431 -0.02 0.00 -0.04 0.0624
H 0.716 4.932 -1.512 0.02 0.05 0.01 0.0507
C 5.032 -2.941 3.394 0.03 -0.04 0.02 -0.0960
C 3.881 -3.467 2.550 0.10 -0.09 -0.07 -0.2829
N 2.693 -2.644 2.627 -0.10 0.04 0.12 -0.1963
C 1.512 -3.257 2.035 -0.15 -0.14 0.01 -0.2413
C 1.484 -3.476 0.516 -0.03 -0.02 0.03 -0.0717
C 2.897 -1.241 2.305 0.26 0.12 -0.07 -0.2416
C 3.543 -0.940 0.944 -0.17 0.26 -0.05 -0.0814
H 4.729 -2.826 4.435 -0.03 0.04 0.00 0.0771
H 5.866 -3.644 3.357 0.00 -0.01 0.00 0.0687
H 5.401 -1.980 3.034 0.00 0.01 0.00 0.0608
H 3.613 -4.463 2.916 -0.06 -0.01 -0.04 0.1152
H 4.239 -3.608 1.516 0.00 -0.02 0.02 0.1000
H 0.644 -2.662 2.328 0.02 0.07 -0.05 0.1057
H 1.376 -4.229 2.523 0.09 0.00 0.01 0.1067
H 1.304 -2.551 -0.028 0.03 0.05 -0.01 0.0588
H 0.667 -4.153 0.262 -0.03 -0.01 0.02 0.0606
H 2.408 -3.923 0.148 0.04 0.02 0.01 0.0647
H 3.527 -0.796 3.081 0.01 -0.09 0.05 0.0969
H 1.938 -0.728 2.394 -0.06 -0.08 -0.10 0.1173
H 4.380 -1.604 0.728 -0.01 -0.02 0.03 0.0610
H 3.927 0.083 0.929 -0.03 0.02 0.01 0.0658
H 2.825 -1.023 0.130 0.05 -0.08 -0.04 0.0519
C -2.094 3.794 3.381 0.03 0.07 -0.04 -0.0886
C -3.351 4.187 4.144 0.19 0.03 -0.01 -0.2776
N -4.285 3.092 4.294 -0.12 0.00 0.19 -0.1954
C -5.587 3.504 4.775 -0.18 0.07 -0.10 -0.2502
C -5.697 4.085 6.194 -0.09 -0.04 -0.02 -0.0905
C -3.747 1.880 4.884 0.21 -0.20 -0.02 -0.2442
C -3.145 1.974 6.296 -0.04 -0.09 -0.01 -0.0835
H -2.349 3.378 2.406 -0.03 -0.06 0.02 0.0751
H -1.467 4.674 3.228 0.00 0.01 -0.01 0.0680
H -1.497 3.059 3.922 0.01 0.00 0.01 0.0640
H -3.860 4.977 3.583 -0.07 0.00 0.04 0.1159
H -3.054 4.637 5.109 0.00 -0.01 -0.02 0.0986
H -6.265 2.651 4.686 0.04 -0.05 0.02 0.1129
H -5.967 4.253 4.072 0.05 0.03 -0.01 0.1083
H -5.630 3.313 6.959 0.08 -0.01 0.02 0.0518
H -6.668 4.570 6.314 0.00 0.00 -0.02 0.0653
H -4.931 4.835 6.392 0.03 0.00 -0.01 0.0618
H -2.983 1.488 4.211 -0.01 0.06 -0.04 0.0993
H -4.531 1.120 4.876 -0.10 0.07 -0.01 0.1153
H -2.522 2.861 6.419 0.01 0.02 -0.02 0.0634
H -2.512 1.103 6.480 0.01 -0.01 -0.02 0.0694
H -3.908 1.983 7.073 -0.01 0.09 0.01 0.0506
C 2.296 -4.194 -4.041 -0.02 -0.02 0.00 -0.0844
C 2.908 -2.803 -4.036 -0.09 -0.06 -0.14 -0.2728
N 4.116 -2.708 -3.240 0.08 0.07 0.00 -0.1983
C 4.550 -1.342 -3.008 -0.03 0.16 0.16 -0.2518
C 5.015 -0.505 -4.209 0.06 0.03 0.08 -0.0830
C 5.159 -3.659 -3.570 0.10 -0.21 0.00 -0.2510
C 5.717 -3.656 -5.002 0.08 -0.02 0.06 -0.0843
H 2.094 -4.531 -3.024 0.03 0.00 0.02 0.0759
H 1.352 -4.176 -4.585 -0.02 0.00 0.00 0.0750
H 2.939 -4.928 -4.528 0.00 0.00 -0.01 0.0627
H 2.180 -2.114 -3.605 0.00 0.10 0.03 0.1174
H 3.059 -2.478 -5.080 -0.01 -0.01 0.02 0.1009
H 5.350 -1.364 -2.262 0.02 -0.05 -0.02 0.1097
H 3.719 -0.819 -2.524 -0.03 -0.04 -0.05 0.1053
H 6.010 -0.792 -4.547 -0.02 -0.05 -0.05 0.0538
H 5.066 0.547 -3.919 -0.01 -0.01 0.02 0.0653
H 4.329 -0.577 -5.052 -0.04 -0.03 -0.02 0.0654
H 4.778 -4.661 -3.357 -0.06 0.02 -0.02 0.0989
H 5.979 -3.516 -2.862 0.00 0.09 0.00 0.1126
H 4.927 -3.566 -5.748 -0.03 0.00 0.01 0.0654
H 6.242 -4.594 -5.194 0.00 -0.01 0.01 0.0680
H 6.432 -2.850 -5.165 -0.06 0.06 -0.03 0.0520

=====

(2)
46
Properties=species:S:1:pos:R:3:forces:R:3:lowdin_charge:R:1 method="wB97M-V/def2-TZVPD" charge=+1 gap_ev=2.46 lumo_ev=-8.001 e_tot_ha=-3145.49533 multiplicity=1
C 0.783 0.355 3.243 0.40 -0.05 0.69 -0.1670
C 1.768 0.063 2.183 -0.94 0.15 0.28 -0.7884
Cl 3.440 -0.047 2.843 0.41 -0.51 0.18 0.4713
C 1.573 -0.114 0.876 0.92 0.15 -0.73 -0.8053
Cl 2.978 -0.470 -0.086 -0.19 0.19 -0.06 0.6581
Nb -0.457 -0.050 -0.141 -2.79 0.59 -2.87 1.4909
C 0.234 -1.987 -1.168 0.14 0.55 0.19 -0.3310
C 1.077 -1.860 -2.437 0.77 -0.89 0.73 -0.3291
C 2.220 -2.912 -2.430 0.10 -0.07 -0.05 -0.1272
C 3.357 -2.423 -3.279 -0.19 -0.09 -2.38 -0.4854
O 3.279 -2.348 -4.496 0.26 0.11 2.18 0.1217
O 4.493 -2.047 -2.592 -0.62 -0.22 0.38 0.0553
C -1.014 1.899 0.906 1.25 -0.02 0.49 -0.3547
C -0.234 3.115 0.405 -1.48 0.16 0.27 -0.8485
C -1.066 4.397 0.714 0.94 -0.10 0.43 -0.1572
I 1.715 3.414 1.203 0.27 -0.10 -0.18 0.9235
P -1.461 -1.614 1.674 0.23 -0.57 1.35 0.5401
O -2.242 -0.943 2.765 -0.05 0.37 0.01 -0.5355
C -2.156 0.002 -1.552 0.59 0.08 -0.25 -0.9107
I -1.661 0.044 -3.622 0.15 0.04 0.44 0.8448
C -3.456 0.049 -1.207 -0.03 0.15 -0.17 -0.9284
C -3.950 0.012 0.198 -0.37 -0.24 0.00 -0.2193
I -5.060 0.134 -2.570 0.16 -0.04 0.08 0.8982
H 1.085 -0.137 4.158 -0.01 -0.29 0.26 0.0786
H -0.227 0.030 3.032 -0.18 0.01 -0.22 0.0120
H 0.758 1.411 3.477 -0.04 0.50 -0.07 0.0598
H 0.459 0.980 -1.348 0.72 -0.40 0.59 -0.0064
H -0.672 -2.549 -1.362 -0.44 -0.02 0.01 0.0488
H 0.768 -2.505 -0.377 0.26 -0.10 0.27 0.0328
H 1.538 -0.891 -2.528 -0.10 0.46 -0.20 0.0551
H 0.485 -2.092 -3.298 -0.35 0.37 -0.50 0.0562
H 2.557 -3.133 -1.430 0.19 0.07 0.32 0.0930
H 1.852 -3.829 -2.865 -0.12 -0.34 -0.14 0.1271
H 4.575 -1.096 -2.667 0.45 0.38 -0.41 0.0992
H -1.147 1.854 1.981 0.11 0.06 0.28 0.0551
H -2.000 2.070 0.486 -0.44 -0.44 -0.32 0.0423
H -0.191 3.038 -0.669 0.69 -0.02 -0.34 0.0397
H -2.096 4.161 0.920 -0.45 -0.06 -0.28 0.0727
H -0.673 4.859 1.606 -0.05 0.21 0.40 0.0351
H -0.953 5.122 -0.075 -0.16 0.19 -0.36 0.0780
H -2.257 -2.567 0.985 0.28 -0.09 -0.18 -0.0193
H -0.417 -2.392 2.243 -0.10 -0.33 -0.30 -0.0323
H -4.030 -1.018 0.521 -0.06 -0.38 0.14 0.0668
H -3.342 0.525 0.928 0.37 0.16 0.13 0.0382
H -4.951 0.407 0.254 -0.27 0.25 0.13 0.0490
Mg 4.719 1.083 4.599 -0.22 0.19 -0.23 0.9024

=====

(3)
68
Properties=species:S:1:pos:R:3:forces:R:3:lowdin_charge:R:1 method="wB97M-V/def2-TZVPD" charge=-1 gap_ev=6.46 lumo_ev=2.311 e_tot_ha=-2664.27903 multiplicity=1
Cd -0.758 -0.592 0.223 0.44 0.38 -0.13 1.3049
C -1.124 2.803 -3.069 0.04 -0.02 0.12 -0.0361
C -0.630 3.451 -1.811 0.02 0.09 -0.14 -0.2698
N -0.677 4.751 -1.694 -0.03 -0.15 -0.08 0.0959
C -0.267 5.315 -0.533 0.08 0.07 0.06 -0.1392
C 0.156 4.597 0.555 -0.07 0.06 0.00 -0.1831
C 0.495 5.360 1.808 -0.01 0.01 -0.12 -0.2329
O -0.505 5.247 2.818 0.03 -0.02 0.09 -0.0615
C 0.194 3.179 0.476 -0.21 0.00 -0.38 -0.0842
C 0.571 2.410 1.622 0.05 -0.19 0.38 -0.0753
N 0.489 1.133 1.795 -0.09 0.03 -0.52 0.0254
C 1.073 0.626 2.952 0.36 -0.11 0.54 -0.3659
C 2.422 0.872 3.252 -0.15 -0.02 -0.18 -0.0411
C 3.024 0.331 4.374 0.04 0.00 0.07 -0.0993
C 2.301 -0.481 5.235 -0.02 0.01 -0.02 -0.1065
C 0.961 -0.722 4.972 0.07 0.03 0.00 -0.1648
C 0.362 -0.166 3.855 -0.46 -0.02 -0.06 -0.6319
I -1.697 -0.441 3.562 0.28 -0.06 0.04 0.9626
C -0.134 2.564 -0.771 0.11 0.31 0.48 -0.3736
O -0.007 1.337 -1.008 -0.06 -0.48 -0.26 -0.1774
H -1.479 3.560 -3.765 0.00 0.02 0.01 0.0686
H -1.927 2.105 -2.821 0.01 -0.02 -0.06 0.0649
H -0.329 2.209 -3.529 -0.03 -0.01 -0.02 0.0661
H -0.296 6.400 -0.501 0.00 -0.03 0.05 0.0957
H 0.641 6.412 1.538 0.01 -0.01 0.02 0.1064
H 1.422 5.006 2.262 0.02 0.02 0.02 0.1102
H -1.359 5.250 2.375 -0.02 -0.05 -0.03 0.0898
H 0.943 2.992 2.472 0.05 0.01 -0.05 0.1230
H 2.998 1.481 2.565 -0.03 0.01 -0.02 0.1041
H 4.067 0.546 4.576 0.00 -0.03 -0.02 0.0965
H 2.771 -0.921 6.106 0.00 0.00 0.00 0.0950
H 0.366 -1.334 5.637 0.03 0.00 0.02 0.0843
N -5.090 0.135 1.362 -0.10 -0.01 -0.02 0.0220
C -3.914 -0.361 0.817 0.23 0.12 -0.18 -1.0180
S -2.947 0.776 -0.070 -0.03 -0.04 0.07 0.4612
N -3.685 -1.619 1.001 -0.70 -0.32 0.36 -0.0796
N -2.480 -2.111 0.584 0.09 0.03 -0.27 -0.1480
C -2.474 -3.287 0.078 -0.25 0.06 0.18 -0.1250
C -1.289 -3.990 -0.353 0.33 0.08 -0.14 -0.1863
C -1.462 -5.114 -1.167 -0.01 0.01 -0.02 -0.0907
C -0.399 -5.789 -1.729 0.05 -0.10 -0.08 -0.1433
C 0.897 -5.333 -1.460 -0.09 0.02 0.03 -0.1261
C 1.108 -4.254 -0.634 0.10 0.07 0.04 -0.0437
C 0.036 -3.529 -0.032 -0.14 -0.32 -0.02 -0.4407
O 0.274 -2.550 0.756 -0.06 0.41 -0.02 -0.2055
H -5.079 1.135 1.466 -0.01 0.05 0.04 0.0451
H -5.433 -0.377 2.162 0.02 -0.06 -0.06 0.0709
H -3.435 -3.791 -0.065 0.00 0.00 0.08 0.1160
H -2.473 -5.448 -1.383 -0.02 0.04 0.04 0.0991
H -0.558 -6.649 -2.368 -0.03 0.01 0.01 0.0785
H 1.747 -5.841 -1.905 0.01 0.00 0.02 0.0871
H 2.111 -3.904 -0.419 -0.03 0.02 0.02 0.1000
N 2.581 0.250 -2.708 -0.02 -0.04 -0.04 0.1046
C 3.478 0.733 -1.788 0.04 0.08 0.08 -0.0944
C 3.129 0.155 -0.603 0.06 0.05 -0.05 -0.1338
N 2.048 -0.657 -0.776 -0.26 -0.20 0.04 0.1120
C 1.723 -0.573 -2.036 0.30 0.16 0.17 -0.3191
C 0.597 -1.228 -2.678 -0.41 -0.20 -0.34 -0.2776
N -0.614 -1.404 -2.192 0.76 0.21 0.16 0.0899
C -1.325 -2.057 -3.159 -0.18 0.00 0.06 -0.1225
C -0.545 -2.270 -4.254 -0.09 -0.05 -0.04 -0.0879
N 0.678 -1.733 -3.942 -0.01 0.08 0.08 0.1052
H 2.468 0.590 -3.646 -0.08 0.04 -0.04 0.1465
H 4.251 1.433 -2.054 -0.01 -0.02 -0.01 0.1006
H 3.589 0.267 0.365 0.02 0.02 -0.04 0.0913
H -2.357 -2.322 -3.002 0.01 -0.01 0.00 0.1098
H -0.737 -2.748 -5.198 -0.02 0.00 0.03 0.1033
H 1.510 -1.812 -4.497 0.09 0.00 0.04 0.1482

=====

(4)
59
Properties=species:S:1:pos:R:3:forces:R:3:lowdin_spin:R:1 method="wB97M-V/def2-TZVPD" charge=+1 gap_ev="7.16 / 7.21" lumo_ev="-2.301 / -3.744" s2=2.0170 e_tot_ha=-3101.63002 multiplicity=3
Ti -0.144 -0.328 -0.319 -1.31 1.29 -1.58 0.9628
C 1.103 2.702 4.373 -0.01 -0.04 0.02 0.0428
C 0.330 1.648 4.843 -0.03 -0.02 0.00 -0.0038
C -0.164 0.683 3.978 -0.13 0.00 0.16 0.0365
C 0.114 0.767 2.618 -0.23 -0.15 -0.38 0.0090
C 0.902 1.815 2.150 0.13 0.12 -0.10 0.0450
C 1.391 2.779 3.019 -0.02 0.01 -0.06 -0.0041
N -0.344 -0.198 1.674 0.22 0.01 1.43 0.2913
N -0.996 -1.210 2.231 -0.01 -0.26 -0.07 0.2862
C -1.189 -2.264 1.391 0.28 0.15 0.10 0.0445
C -1.857 -3.405 1.866 -0.08 -0.03 0.18 0.0419
C -1.927 -4.513 1.072 -0.06 -0.19 -0.06 0.0301
C -1.328 -4.507 -0.203 -0.08 -0.10 0.14 0.0572
C -0.726 -3.360 -0.626 0.03 0.33 0.06 0.0254
N -0.666 -2.235 0.132 -0.66 -1.01 0.65 0.0822
H 1.491 3.445 5.057 -0.02 -0.01 0.00 0.0024
H 0.110 1.573 5.901 0.00 -0.01 -0.03 -0.0012
H -0.765 -0.137 4.342 0.02 0.02 0.03 0.0034
H 1.174 1.852 1.101 0.01 0.01 -0.07 0.0075
H 2.009 3.582 2.638 0.00 -0.02 -0.01 -0.0013
H -2.272 -3.380 2.865 0.02 0.01 -0.06 0.0009
H -2.430 -5.403 1.430 0.03 0.02 -0.02 0.0003
H -1.337 -5.382 -0.836 -0.01 0.02 0.02 0.0026
H -0.259 -3.300 -1.598 0.03 0.05 -0.06 0.0005
C -0.423 1.854 -3.226 0.05 -0.02 0.00 0.0045
C -0.536 0.408 -3.693 -0.04 0.02 0.03 0.0032
S -1.374 -0.768 -2.606 0.26 0.01 -0.19 0.0037
C -3.089 -0.227 -2.508 -0.06 0.07 0.06 0.0004
C -3.363 1.031 -1.690 0.00 -0.05 -0.10 0.0023
S -2.591 0.927 -0.063 -0.11 -0.25 0.20 0.0063
C -2.060 2.622 0.219 0.08 0.03 -0.05 0.0024
C -1.123 3.216 -0.841 -0.05 -0.03 0.10 0.0023
S 0.128 2.073 -1.497 -0.03 0.19 0.14 0.0125
H -1.364 2.383 -3.343 -0.02 0.00 -0.02 0.0003
H 0.310 2.358 -3.855 -0.01 0.01 -0.03 -0.0002
H 0.453 -0.039 -3.799 0.05 0.01 -0.01 0.0001
H -1.014 0.378 -4.672 0.02 0.00 -0.03 -0.0001
H -3.590 -1.086 -2.057 -0.06 -0.01 0.00 0.0000
H -3.471 -0.128 -3.524 -0.05 0.02 0.01 -0.0002
H -4.437 1.142 -1.550 -0.06 0.02 -0.07 0.0002
H -2.999 1.919 -2.196 -0.01 0.03 -0.05 0.0000
H -1.566 2.574 1.189 0.05 0.02 0.04 0.0007
H -2.943 3.251 0.332 0.01 0.05 0.01 0.0001
H -0.581 4.048 -0.393 -0.01 0.05 0.01 0.0001
H -1.675 3.621 -1.685 -0.03 0.03 -0.02 0.0001
C 3.005 -1.179 0.859 -0.02 0.01 0.11 0.0023
C 2.863 -0.829 -0.614 -0.15 -0.05 -0.02 0.0011
C 3.688 0.394 -0.961 0.01 0.16 -0.10 -0.0003
C 3.237 -2.013 -1.487 -0.06 -0.11 -0.12 -0.0005
O 1.476 -0.516 -0.873 2.10 -0.38 -0.26 -0.0056
H 3.998 -1.586 1.055 0.00 0.04 0.01 0.0000
H 2.267 -1.931 1.144 0.01 -0.04 -0.01 0.0011
H 2.863 -0.297 1.489 -0.03 -0.04 -0.03 0.0005
H 4.739 0.215 -0.729 -0.01 0.02 -0.02 -0.0001
H 3.351 1.258 -0.384 0.02 -0.03 0.00 0.0001
H 3.605 0.632 -2.024 0.01 -0.01 0.04 0.0000
H 4.292 -2.257 -1.358 -0.03 -0.01 -0.01 -0.0001
H 3.062 -1.784 -2.540 0.02 0.00 0.04 0.0001
H 2.645 -2.891 -1.217 0.02 0.03 0.00 0.0000

=====

Question: The highest multiplicity belongs to which entry?
Answer: C21H30N3OS3Ti

=====

Question: Which of these has the highest multiplicity?
Answer: C21H30N3OS3Ti

=====

Question: Which value of multiplicity does entry 3 give?
Answer: 1

=====

Question: What is the multiplicity in the third record?
Answer: 1